Record 1
A cluster of 20 separate species, C32H110O38P6 in total in a non-equilibrium geometry, computed with wB97M-V/def2-TZVPD.

```
! RIJCOSX wB97M-V def2-TZVPD def2/J DEFGRID3
* xyz 0 1
C 13.776 3.955 19.728
O 13.696 4.626 18.496
H 14.711 3.416 19.876
H 13.733 4.654 20.563
H 12.955 3.245 19.829
H 13.154 4.037 17.966
C 9.099 2.280 19.048
O 9.532 1.647 17.792
H 8.060 2.600 18.976
H 9.127 1.471 19.779
H 9.771 3.093 19.322
H 8.742 1.419 17.298
C 8.624 6.664 15.079
O 9.798 7.486 14.966
H 7.742 7.193 14.718
H 8.776 5.741 14.519
H 8.400 6.333 16.093
H 9.899 8.254 15.533
C 16.660 6.379 18.920
O 15.635 6.486 17.973
H 17.407 7.145 18.711
H 16.269 6.552 19.922
H 17.214 5.441 18.931
H 14.988 5.791 18.117
C 12.509 2.169 16.004
O 12.115 2.748 17.211
H 12.443 1.091 16.145
H 11.867 2.478 15.179
H 13.559 2.342 15.770
H 11.273 2.397 17.510
C 14.011 7.971 21.876
O 14.807 9.012 21.285
H 13.090 7.927 21.296
H 14.399 6.954 21.812
H 13.927 8.124 22.952
H 15.716 8.704 21.297
C 12.558 11.676 21.001
O 13.634 11.492 21.872
H 12.076 12.646 21.127
H 12.972 11.619 19.994
H 11.828 10.908 21.255
H 13.852 10.558 21.913
C 10.592 8.634 22.996
O 10.902 7.381 23.647
H 10.559 8.512 21.913
H 9.607 8.952 23.337
H 11.396 9.348 23.174
H 11.499 7.579 24.372
C 13.528 10.803 16.151
O 13.668 11.484 17.390
H 12.452 10.696 16.014
H 13.805 11.420 15.296
H 14.025 9.832 16.175
H 14.555 11.843 17.470
C 10.712 12.291 18.092
O 9.623 13.198 18.097
H 10.688 11.756 17.143
H 11.649 12.848 18.135
H 10.710 11.577 18.915
H 9.718 13.809 17.363
C 5.745 6.225 18.351
O 6.105 6.512 19.654
H 6.326 6.760 17.600
H 5.999 5.176 18.199
H 4.676 6.432 18.311
H 5.526 5.987 20.210
C 9.388 5.029 21.828
O 10.795 5.369 21.915
H 9.270 3.977 21.570
H 8.989 5.088 22.841
H 8.919 5.812 21.231
H 10.877 6.123 22.503
C 12.898 6.249 15.140
O 11.933 5.966 14.121
H 12.924 5.597 16.014
H 13.866 6.289 14.641
H 12.699 7.271 15.461
H 11.131 6.438 14.355
C 4.265 11.635 18.779
O 5.379 11.376 19.598
H 3.346 11.172 19.140
H 3.913 12.666 18.741
H 4.432 11.234 17.780
H 5.107 10.902 20.387
C 3.351 10.993 24.989
O 4.628 10.551 24.652
P 4.847 9.604 23.367
O 4.551 10.321 22.054
O 6.408 9.184 23.409
C 6.918 8.117 22.630
O 4.074 8.197 23.710
C 2.715 8.007 23.469
H 3.144 10.494 25.936
H 2.523 10.725 24.332
H 3.319 12.082 24.966
H 7.675 8.414 21.904
H 6.176 7.660 21.975
H 7.308 7.363 23.314
H 2.277 8.834 22.910
H 2.184 7.966 24.420
H 2.600 7.057 22.946
C 5.470 8.909 15.885
O 5.086 9.247 14.518
P 3.924 8.399 13.761
O 3.786 8.660 12.285
O 4.250 6.881 14.169
C 3.363 5.859 13.684
O 2.542 8.688 14.615
C 2.109 10.043 14.662
H 6.437 8.419 15.999
H 4.646 8.401 16.385
H 5.575 9.888 16.353
H 2.691 5.544 14.482
H 3.926 5.005 13.306
H 2.671 6.159 12.896
H 2.585 10.443 15.557
H 1.022 9.970 14.699
H 2.397 10.524 13.727
C 12.680 8.692 18.674
O 11.365 8.747 19.292
P 10.031 8.595 18.406
O 10.100 9.137 17.006
O 9.600 7.075 18.569
C 10.559 6.022 18.419
O 8.969 9.370 19.319
C 7.641 9.477 18.886
H 13.282 9.522 19.046
H 12.688 8.709 17.584
H 13.248 7.792 18.909
H 10.126 5.077 18.093
H 11.022 5.708 19.355
H 11.287 6.268 17.646
H 6.988 9.523 19.758
H 7.251 8.723 18.202
H 7.549 10.447 18.397
C 16.876 10.225 19.089
O 17.936 10.768 18.249
P 17.624 12.169 17.493
O 16.156 12.605 17.317
O 18.554 13.296 18.220
C 18.552 14.643 17.755
O 18.345 11.926 16.087
C 19.591 11.295 16.029
H 15.840 10.373 18.782
H 16.965 10.723 20.055
H 16.994 9.149 19.213
H 19.207 15.348 18.267
H 17.538 15.040 17.805
H 18.875 14.639 16.714
H 20.343 11.996 15.668
H 19.508 10.505 15.283
H 20.005 10.931 16.969
C 8.052 10.974 15.005
O 7.492 10.280 13.936
P 7.099 11.069 12.617
O 6.460 10.236 11.586
O 6.241 12.385 13.120
C 4.847 12.315 13.375
O 8.476 11.738 12.069
C 8.482 12.978 11.268
H 9.105 10.727 15.139
H 7.543 10.672 15.921
H 8.029 12.053 14.852
H 4.390 11.472 12.857
H 4.367 13.227 13.019
H 4.631 12.327 14.443
H 7.532 13.404 10.945
H 9.052 12.749 10.367
H 8.995 13.772 11.810
C 8.884 14.585 25.614
O 8.315 14.297 24.343
P 8.298 12.799 23.611
O 9.297 11.851 24.087
O 8.418 13.158 22.024
C 8.230 12.061 21.128
O 6.767 12.414 23.869
C 5.797 13.386 23.637
H 8.148 15.059 26.263
H 9.727 15.260 25.467
H 9.214 13.709 26.172
H 9.150 11.574 20.807
H 7.904 12.497 20.184
H 7.545 11.285 21.469
H 4.987 12.818 23.181
H 6.075 14.196 22.963
H 5.416 13.913 24.512
*
```

Computed properties:
F_max, Eh/bohr: 0.08325
E_HOMO, eV: -9.193
Gap between HOMO and LUMO, eV: 9.19
Energy above the lowest of the compared OMol25 structures with the same formula, charge and spin, kJ/mol: 0.0

These are the Löwdin partial charges, in e, on atoms 1 to 6: -0.14, -0.14, 0.08, 0.07, 0.08, 0.03

***

Record 2
A structure of composition C32H14BF5N10S2V, computed with wB97M-V/def2-TZVPD.

```
! RIJCOSX wB97M-V def2-TZVPD def2/J DEFGRID3
* xyz -2 2
V -1.128 0.936 0.846
B -4.672 0.337 2.185
N -4.022 1.750 1.983
C -4.741 2.826 2.298
C -3.909 3.929 2.359
C -2.660 3.421 2.040
N -2.727 2.100 1.796
N -3.692 -0.790 1.822
C -3.954 -2.083 2.044
C -3.080 -2.849 1.299
C -2.297 -1.912 0.630
N -2.677 -0.672 0.948
H -4.971 0.208 3.354
H -5.657 0.309 1.478
H -5.795 2.718 2.488
H -4.167 4.948 2.587
H -1.731 3.948 1.954
H -4.762 -2.360 2.702
H -3.006 -3.920 1.252
H -1.480 -2.081 -0.046
S 1.005 0.446 0.212
C 1.888 -0.078 1.597
C 3.245 -0.413 1.522
C 3.941 -0.768 2.662
C 5.349 -1.040 2.583
N 6.481 -1.229 2.510
C 3.280 -0.815 3.907
C 1.934 -0.504 3.981
C 1.235 -0.129 2.835
S -0.437 0.313 2.911
C 3.988 -1.150 5.109
N 4.550 -1.393 6.083
H 3.755 -0.385 0.568
H 1.422 -0.544 4.933
F 1.019 6.651 -0.455
C 0.577 5.398 -0.162
C -0.245 4.751 -1.056
C -0.696 3.470 -0.742
C -0.330 2.843 0.447
C 0.522 3.533 1.313
C 0.976 4.812 1.023
H -0.526 5.237 -1.981
H -1.344 2.967 -1.448
H 0.842 3.063 2.237
H 1.637 5.346 1.693
F -0.074 -1.408 -5.848
C 0.622 -1.970 -4.843
C 1.687 -2.774 -5.191
F 1.917 -2.925 -6.510
C 2.530 -3.405 -4.264
C 2.181 -3.100 -2.940
C 1.110 -2.301 -2.600
F 0.870 -2.122 -1.280
C 0.262 -1.702 -3.522
C -0.895 -0.869 -3.168
C -1.122 -0.209 -1.988
N -1.460 0.486 -1.101
C -1.972 -0.642 -4.070
N -2.884 -0.445 -4.753
F 2.886 -3.628 -1.921
C 3.624 -4.271 -4.634
C 3.835 -4.716 -5.958
N 4.035 -5.135 -7.019
C 4.555 -4.779 -3.700
N 5.350 -5.230 -2.989
*
```

Computed properties:
F_max, Eh/bohr: 0.01653
E_HOMO (alpha / beta), eV: -2.029 / -2.045
Gap between HOMO and LUMO (alpha / beta), eV: 4.36 / 5.17
Energy above the lowest of the compared OMol25 structures with the same formula, charge and spin, kJ/mol: 47.3

These are the Löwdin partial charges, in e, on atoms 1 to 6: 0.45, -0.43, -0.06, -0.11, -0.05, -0.13

***

Record 3
A structure of composition C32H21ClN5O3RuSTe, computed with wB97M-V/def2-TZVPD.

```
! RIJCOSX wB97M-V def2-TZVPD def2/J DEFGRID3
* xyz 0 6
Ru -0.293 0.112 -0.706
Cl -0.763 2.667 6.000
C -0.706 1.721 4.531
C -0.252 0.407 4.581
C -0.214 -0.321 3.408
C -0.609 0.215 2.178
O -0.572 -0.594 1.122
C -1.065 1.563 2.132
C -1.510 2.255 0.963
N -1.352 1.798 -0.292
C -1.775 2.486 -1.392
C -2.641 3.585 -1.421
C -2.940 4.205 -2.638
C -2.409 3.788 -3.836
C -1.521 2.684 -3.852
C -0.903 2.178 -5.015
C -0.043 1.113 -4.938
C 0.205 0.526 -3.694
N -0.367 0.975 -2.588
C -1.217 2.039 -2.635
C -1.104 2.286 3.346
H 0.063 -0.027 5.519
H 0.133 -1.347 3.419
H -1.930 3.245 1.099
H -3.097 3.943 -0.510
H -3.620 5.048 -2.632
H -2.652 4.289 -4.762
H -1.115 2.645 -5.969
H 0.444 0.716 -5.817
H 0.869 -0.321 -3.578
H -1.451 3.311 3.333
O 0.472 -3.836 -1.505
C 0.115 -2.653 -1.459
N 0.795 -1.575 -1.039
C 1.974 -1.560 -0.282
O 2.618 -2.613 0.118
C 2.403 -0.261 0.113
C 3.618 -0.045 0.802
C 3.950 1.219 1.206
C 3.084 2.295 0.947
C 1.907 2.030 0.283
N 1.573 0.808 -0.134
C -1.313 -2.310 -1.854
C -2.104 -3.230 -2.516
C -3.417 -2.892 -2.806
C -3.901 -1.655 -2.413
C -3.055 -0.785 -1.747
N -1.791 -1.109 -1.480
H 4.257 -0.894 0.992
H 4.879 1.389 1.734
H 3.311 3.301 1.262
H 1.181 2.806 0.074
H -1.671 -4.185 -2.774
H -4.057 -3.590 -3.329
H -4.920 -1.357 -2.613
H -3.373 0.194 -1.412
Te 0.996 -3.958 1.329
C 2.421 -3.918 2.783
C 2.281 -4.477 4.039
C 3.438 -4.336 4.830
C 4.435 -3.682 4.158
S 3.969 -3.193 2.600
H 1.378 -4.972 4.367
H 3.533 -4.702 5.841
H 5.420 -3.444 4.528
*
```

Computed properties:
F_max, Eh/bohr: 0.00780
E_HOMO (alpha / beta), eV: -5.053 / -7.404
Gap between HOMO and LUMO (alpha / beta), eV: 4.97 / 5.03
Energy above the lowest of the compared OMol25 structures with the same formula, charge and spin, kJ/mol: 25.7

These are the Löwdin partial charges, in e, on atoms 1 to 6: 1.39, 0.63, -0.68, -0.12, -0.02, -0.33

***

Record 4
A structure of composition C32H21CrNO6 in a non-equilibrium geometry, computed with wB97M-V/def2-TZVPD.

```
! RIJCOSX wB97M-V def2-TZVPD def2/J DEFGRID3
* xyz -1 4
C 1.140 -2.636 -1.270
C 0.882 -1.988 -2.486
O -0.081 -1.222 -2.579
C 1.751 -2.170 -3.683
C 2.106 -3.425 -4.164
C 2.931 -3.546 -5.260
C 3.398 -2.419 -5.904
C 3.014 -1.170 -5.463
C 2.192 -1.047 -4.366
N 2.288 -3.386 -0.944
O 2.331 -3.932 0.175
O 3.225 -3.482 -1.755
H 0.433 -2.492 -0.480
H 1.755 -4.305 -3.651
H 3.214 -4.522 -5.618
H 4.057 -2.513 -6.752
H 3.344 -0.288 -5.987
H 1.858 -0.080 -4.027
O -5.263 2.738 4.400
C -4.936 2.164 3.472
Cr -4.410 1.218 1.971
C -2.935 2.346 1.684
O -2.028 3.010 1.493
C -5.450 2.270 0.817
O -6.080 2.893 0.100
C -5.791 -0.443 2.162
C -4.858 -0.481 3.230
C -3.468 -0.459 2.966
C -2.980 -0.380 1.617
C -1.593 -0.268 1.355
C -0.419 0.084 1.189
C 0.796 0.712 1.127
C 0.984 1.698 0.079
C 0.057 1.793 -0.973
C 0.201 2.731 -1.968
C 1.261 3.619 -1.951
C 2.189 3.551 -0.930
C 2.050 2.610 0.055
C 1.747 0.422 2.181
C 1.523 -0.659 3.052
C 2.402 -0.949 4.069
C 3.527 -0.171 4.271
C 3.774 0.898 3.433
C 2.904 1.180 2.413
C -3.937 -0.326 0.549
C -5.324 -0.384 0.824
H -6.864 -0.465 2.373
H -5.218 -0.483 4.262
H -2.754 -0.504 3.794
H -0.776 1.113 -1.002
H -0.525 2.789 -2.762
H 1.356 4.375 -2.716
H 3.004 4.256 -0.888
H 2.824 2.544 0.952
H 0.655 -1.277 2.910
H 2.213 -1.785 4.721
H 4.204 -0.387 5.084
H 4.635 1.526 3.592
H 3.089 2.099 1.687
H -3.582 -0.224 -0.480
H -6.045 -0.370 0.002
*
```

Computed properties:
F_max, Eh/bohr: 0.13021
E_HOMO (alpha / beta), eV: -3.284 / -4.212
Gap between HOMO and LUMO (alpha / beta), eV: 5.27 / 4.90

These are the Löwdin partial charges, in e, on atoms 1 to 6: -0.02, -0.44, -0.02, -0.15, -0.05, -0.10

***

Record 5
A cluster of 3 separate species, C32H21IO10S in total in a non-equilibrium geometry, computed with wB97M-V/def2-TZVPD.

```
! RIJCOSX wB97M-V def2-TZVPD def2/J DEFGRID3
* xyz 0 1
O 1.939 1.007 -2.202
C 1.835 1.442 -3.337
C 1.290 2.798 -3.574
C 0.915 3.589 -2.488
C 0.439 4.878 -2.698
C 0.338 5.383 -3.993
C 0.694 4.591 -5.079
C 1.166 3.294 -4.872
C 1.526 2.451 -6.034
O 1.366 2.865 -7.170
C 2.089 1.103 -5.797
C 2.467 0.313 -6.884
C 3.028 -0.941 -6.670
C 3.215 -1.410 -5.371
C 2.826 -0.631 -4.286
C 2.258 0.626 -4.497
H 0.997 3.203 -1.476
H 0.152 5.494 -1.851
H -0.022 6.394 -4.155
H 0.609 4.987 -6.085
H 2.329 0.675 -7.898
H 3.325 -1.552 -7.516
H 3.661 -2.385 -5.205
H 2.972 -1.004 -3.278
O -4.504 -2.896 4.287
C -3.573 -3.571 3.882
C -3.486 -5.010 4.217
C -4.490 -5.602 4.986
C -4.437 -6.961 5.272
C -3.383 -7.735 4.791
C -2.372 -7.146 4.041
C -2.418 -5.781 3.757
C -1.328 -5.159 2.972
O -0.367 -5.821 2.617
C -1.424 -3.725 2.620
C -0.420 -3.136 1.850
C -0.519 -1.797 1.486
C -1.619 -1.043 1.889
C -2.614 -1.624 2.668
C -2.516 -2.966 3.040
H -5.317 -5.005 5.358
H -5.221 -7.420 5.865
H -3.349 -8.799 5.005
H -1.550 -7.753 3.674
H 0.437 -3.719 1.529
H 0.261 -1.341 0.883
H -1.700 0.002 1.595
H -3.467 -1.029 2.981
C 2.446 2.359 2.233
S 3.369 3.769 1.474
O 4.250 3.163 0.392
O 4.281 4.338 2.528
O 2.396 4.910 0.699
C 1.104 5.029 1.291
O 0.849 6.027 2.018
O 0.118 4.055 1.001
C -0.831 3.901 2.091
C -1.295 2.340 2.048
O -1.140 1.560 3.007
I -2.265 1.732 0.162
H 1.774 1.792 1.491
H 1.867 2.654 3.176
H 3.238 1.590 2.579
H -0.410 4.151 3.127
H -1.784 4.500 1.834
*
```

Computed properties:
F_max, Eh/bohr: 0.16032
E_HOMO, eV: -9.744
Gap between HOMO and LUMO, eV: 8.64

These are the Löwdin partial charges, in e, on atoms 1 to 6: 0.09, -0.28, -0.08, 0.00, -0.05, -0.05